DFT (ωB97M-V/def2-TZVPD) results for a structure of composition C22H30F14N3OSi2 in a non-equilibrium geometry.

Results
- HOMO energy: -11.177 eV

Structure (ORCA input):
```
! RIJCOSX wB97M-V def2-TZVPD def2/J DEFGRID3
* xyz 1 1
C 3.403 -1.141 4.912
C 3.410 0.211 4.291
Si 3.452 0.534 2.354
N 3.090 -0.999 1.487
O 2.315 1.842 2.069
Si 0.911 1.328 1.147
N 1.257 0.812 -0.544
C -0.132 -0.075 1.965
C -0.814 -1.227 0.962
C -1.767 -2.458 1.484
C -2.076 -2.585 3.097
C -1.417 -1.474 4.159
C -0.457 -0.242 3.563
C -0.275 2.893 1.078
F -0.504 3.131 -0.397
F -1.624 2.616 1.645
C 0.441 4.254 1.644
F -0.459 5.408 1.274
F 1.724 4.527 0.894
C 0.635 4.318 3.270
F 2.099 4.378 3.636
F -0.012 3.222 4.027
F 0.059 5.598 3.830
C 5.221 1.255 2.001
F 5.069 2.172 0.812
F 5.633 2.127 3.131
C 6.351 0.127 1.634
F 6.134 -0.542 0.305
F 7.650 0.881 1.473
C 6.625 -0.991 2.803
F 6.500 -0.486 4.191
F 5.838 -2.232 2.529
F 8.071 -1.402 2.647
H 3.132 -1.184 6.073
H 3.702 -2.109 4.318
H 3.426 1.205 4.951
H 3.665 -1.137 0.627
H 3.325 -1.822 2.117
H 0.368 0.725 -1.124
H 1.664 -0.165 -0.591
H -0.643 -1.151 -0.214
H -2.252 -3.247 0.731
H -2.770 -3.407 3.572
H -1.648 -1.557 5.323
H -0.019 0.557 4.333
C -3.677 -1.314 -6.660
C -2.422 -1.643 -5.872
C -2.604 -1.852 -4.365
N -2.961 -0.594 -3.538
C -2.325 0.673 -4.077
C -4.492 -0.415 -3.413
C -4.846 -1.044 -2.080
C -3.699 -0.620 -1.193
C -2.476 -0.815 -2.067
H -4.138 -0.378 -6.335
H -3.422 -1.202 -7.721
H -4.414 -2.117 -6.577
H -1.651 -0.893 -6.070
H -2.020 -2.582 -6.279
H -1.644 -2.214 -3.976
H -3.364 -2.611 -4.153
H -2.778 0.924 -5.038
H -1.248 0.504 -4.180
H -2.508 1.488 -3.367
H -4.704 0.660 -3.403
H -4.996 -0.886 -4.259
H -4.886 -2.135 -2.166
H -5.812 -0.696 -1.703
H -3.643 -1.211 -0.274
H -3.800 0.436 -0.910
H -2.097 -1.839 -1.973
H -1.672 -0.109 -1.839
*
```

DFT (ωB97M-V/def2-TZVPD) results for an isolated molecule of C3H6N2O2 in a non-equilibrium geometry.

Results
- SMILES: CC(=O)N/C=N\O
- HOMO energy: -9.688 eV
- ΔE to the lowest compared entry with this formula, charge and spin: 562.3 kJ/mol

Structure (ORCA input):
```
! RIJCOSX wB97M-V def2-TZVPD def2/J DEFGRID3
* xyz 0 1
C -0.928 1.115 0.547
C -1.481 -0.237 -0.169
C 0.865 -1.014 0.557
H -0.351 0.772 1.557
H -1.804 1.700 0.799
H -0.035 1.684 -0.170
H -0.254 -2.034 -0.743
H 1.070 -1.376 1.672
H 2.375 0.834 -1.666
N -0.340 -1.044 -0.174
N 1.793 -0.296 -0.058
O -2.409 -0.484 -0.957
O 1.499 0.381 -1.195
*
```

DFT (ωB97M-V/def2-TZVPD) results for an isolated molecule of C3H7NO2S in a non-equilibrium geometry.

Results
- HOMO energy (spin up / spin down): -4.668 / -10.355 eV
- ΔE to the lowest compared entry with this formula, charge and spin: 621.5 kJ/mol

Structure (ORCA input):
```
! RIJCOSX wB97M-V def2-TZVPD def2/J DEFGRID3
* xyz 0 3
C 0.542 -0.434 -1.829
C -1.623 -0.430 0.047
C 0.335 1.102 1.622
N 1.110 -0.725 -2.908
O 1.062 -0.020 -0.582
O 0.348 -1.508 1.469
S -0.063 -0.364 0.680
H -2.238 -1.005 0.605
H -0.518 -0.689 -1.914
H -2.195 0.485 0.137
H 1.331 1.448 1.562
H -0.395 1.796 1.223
H 0.131 0.919 2.797
H 2.170 -0.576 -2.911
*
```

DFT (ωB97M-V/def2-TZVPD) results for a structure of composition CH2NO4S in a non-equilibrium geometry.

Results
- HOMO energy: -4.446 eV
- ΔE to the lowest compared entry with this formula, charge and spin: 431.0 kJ/mol

Structure (ORCA input):
```
! RIJCOSX wB97M-V def2-TZVPD def2/J DEFGRID3
* xyz -1 1
C 0.046 0.068 0.379
N -1.170 0.373 0.285
O -4.618 -0.985 0.582
O -1.677 1.396 0.764
O -1.960 -0.418 -0.399
O -4.546 0.451 -1.270
S -3.994 0.180 0.037
H 0.737 0.697 0.728
H 0.640 -0.699 -0.190
*
```